Density functional theory data (wB97M-V/def2-TZVPD) for a 3-piece molecular cluster, C31H66B2INO12PS overall at a distorted geometry.

The orbital gap comes out at 7.94 eV. The energy above the lowest of the compared OMol25 structures with the same formula, charge and spin is 80.1 kcal per mole.

```
! wB97M-V def2-TZVPD RIJCOSX def2/J DEFGRID3
* xyz 1 1
I 3.27457 3.23567 2.42672
S -1.11599 -1.63945 7.02910
P 0.42842 -0.78552 6.21687
O 2.88839 -0.77086 -0.03387
O 3.75292 -1.05823 -7.00876
O 5.76151 1.04009 -5.70784
O -2.56780 3.89442 -1.79508
O -4.32720 1.50707 -2.62027
O -5.19645 4.51794 -3.23164
O -3.80419 -0.18536 4.05682
O 1.45887 1.06448 0.53152
O -1.28266 -1.88316 -0.21616
O 0.18010 -2.55816 4.55450
O 3.36356 -0.08249 -4.13418
O -2.75128 -1.79853 1.69821
N 0.38439 -1.20350 4.41763
C -5.07069 -0.27727 3.40086
C 3.36002 1.28224 3.46308
C -3.85638 0.38157 -3.33717
C -3.55859 3.18365 -1.05607
C -2.81582 4.07990 -3.18934
C 0.39786 -4.64048 0.82970
C -6.12806 5.46937 -2.75018
C 1.20754 -1.17108 2.03160
C -0.35322 -0.82174 2.08040
C -3.03826 -3.21189 1.76515
C -5.95549 -1.40133 4.08680
C 0.54441 1.11767 -0.58532
C 1.83906 0.86677 3.67536
C 2.85198 -1.37010 4.22205
C 2.54091 -0.63215 -6.40280
C 1.80858 -2.61599 1.85488
C -2.96428 0.77743 3.42027
C 5.73155 0.59585 -4.35766
C 2.81248 0.43091 -5.34807
C -3.91860 5.08333 -3.49273
C 1.54564 -0.71505 3.55149
C -3.63764 1.70219 -1.39388
C 3.73575 -2.42833 -7.36431
C -1.46937 0.66751 3.96714
C 1.42122 -3.45347 0.57643
C 6.06658 2.41790 -5.82208
C 0.93939 -5.70696 1.84234
C -0.82904 -0.76085 3.63052
C 4.71854 -0.52656 -4.18831
C 4.13663 1.60525 4.82494
C 1.07854 -6.32586 2.87593
B 1.84463 -0.29985 0.82352
B -1.44916 -1.53600 1.15150
H 1.38749 -6.98965 3.70460
H 2.93732 -2.49789 1.80472
H -0.65255 -4.31945 1.05829
H 2.71711 -0.48376 -0.95229
H -4.36073 0.36399 -4.30373
H 1.04209 -2.87170 -0.30461
H -0.52222 1.17035 -0.22099
H -2.26922 -3.79746 2.34483
H -6.34570 -1.05324 5.08740
H -4.53125 3.66885 -1.13774
H 4.54491 0.68963 5.33041
H -2.77782 0.46134 -3.51678
H -3.75838 5.99116 -2.90025
H 5.02931 2.24158 4.54233
H 1.17674 1.47377 2.98486
H 3.48743 -3.04994 -6.49596
H 3.94280 0.62907 2.76438
H 5.96752 2.69787 -6.87126
H 0.33740 -5.20035 -0.15877
H 1.57649 1.27046 4.70700
H -1.88322 4.48086 -3.59625
H 3.11751 -0.88178 5.20263
H -2.98825 3.12587 -3.68724
H 1.85074 0.86871 -5.06444
H 0.73022 0.32488 -1.36259
H -3.33402 1.81071 3.71401
H 3.46900 2.23644 5.47703
H 1.91346 -0.20295 -7.19343
H -2.62322 1.28531 -1.44255
H -3.24111 -3.60656 0.72978
H -5.73389 5.98295 -1.86556
H -4.08345 -0.54193 -2.79608
H 1.67661 -3.32014 2.73847
H 3.42095 1.24502 -5.74056
H -4.20352 1.17626 -0.61442
H -5.34260 -2.32934 4.29301
H -7.03518 4.93942 -2.45820
H -0.91506 1.52540 3.49621
H 2.36775 -3.96383 0.21013
H 3.72711 -1.38604 3.50455
H -1.53989 0.87547 5.06971
H 2.01002 -1.47424 -5.94357
H -1.36813 -2.84324 -0.35735
H -3.00428 0.65375 2.28941
H -6.86397 -1.62736 3.45009
H 6.73333 0.22400 -4.11375
H 2.69453 -2.46701 4.47449
H 5.35904 3.01987 -5.24036
H -6.37138 6.19752 -3.53027
H -0.53847 0.27539 1.81785
H -0.12094 -2.98954 3.73004
H -5.65105 0.69326 3.47222
H 4.84548 -1.30312 -4.94236
H 0.21394 0.62258 6.36849
H -3.88706 5.34206 -4.55797
H 4.73448 -2.70399 -7.70372
H 7.09095 2.61371 -5.49298
H 1.64803 -1.23676 6.80993
H -3.25213 3.26977 -0.00879
H 3.01859 -2.60673 -8.17185
H -4.00637 -3.31460 2.34837
H -1.66739 -1.43686 3.94772
H -4.99764 -0.54061 2.30369
H 5.48030 1.41972 -3.67828
H 0.73307 2.11020 -1.10256
H 4.90454 -0.99816 -3.21877
*
```

Density functional theory data (wB97M-V/def2-TZVPD) for C31H66B3O21P as an isolated structure.

The orbital gap comes out at 10.67 eV.

```
! wB97M-V def2-TZVPD RIJCOSX def2/J DEFGRID3
* xyz 0 1
P 3.77280 0.45354 4.24854
O 5.17624 1.14798 3.92163
O -8.18493 2.70269 -2.33832
O -6.19493 -0.35379 3.14500
O 2.66456 2.02403 -8.51775
O -2.94410 -6.74565 0.09239
O -6.26146 3.40790 -1.39416
O 1.42344 -1.93525 1.13103
O -7.60429 1.86293 -0.43910
O 3.39271 0.20333 -7.38774
O -4.97947 -2.15979 3.74276
O 2.86216 1.72811 4.47148
O -4.04909 -0.13145 3.44610
O 3.16842 -1.86235 2.68653
O 8.91842 1.12630 2.76520
O 10.27791 -0.40653 2.09137
O 11.04428 1.16758 3.52553
O 2.45959 0.12491 1.67019
O -2.61271 -5.74043 2.09235
O 3.82949 -0.46078 5.37805
O 1.36953 0.87647 -7.06686
O -3.91528 -4.85778 0.47249
C -6.70834 1.76972 0.68582
C -1.50267 2.42150 0.96371
C -7.88706 -1.37065 4.58049
C 8.63326 2.26810 3.58000
C -2.82846 -0.71036 3.92060
C -0.37131 3.22381 0.30703
C 1.85315 -1.50553 -1.81719
C -7.95516 3.62011 -3.41075
C -2.11397 -7.83997 0.51083
C 2.33713 -0.46360 -0.80204
C -0.80110 4.19990 -0.77224
C -0.21576 2.70370 -2.74476
C -2.87033 -8.81414 1.38701
C 0.59670 -1.09060 -2.56927
C -6.91147 2.90845 1.65958
C -0.42824 1.21864 -2.52203
C 0.32238 1.82235 -7.29859
C 11.56770 -1.04149 2.09956
C 10.17044 0.67334 2.86263
C -7.25173 2.72376 -1.38621
C 5.52273 1.39334 -7.30695
C 11.75370 -1.91499 3.32041
C 0.62173 0.32358 -3.16623
C -7.37886 -1.16970 3.17056
C -4.22744 -3.77167 1.35440
C 4.68513 0.34155 -8.00017
C -1.83267 2.90928 2.37500
C 2.49636 1.12477 -7.73513
C -3.11154 -5.78008 0.99696
C -5.06638 -0.99291 3.46212
C -1.29148 3.54012 -2.04569
B 1.95437 -2.41307 2.29341
B 2.05239 -0.78918 0.68319
B 3.07880 -0.49884 2.70229
H 5.77144 0.53364 3.47347
H -8.10935 -0.62588 2.57386
H -7.18029 -2.12014 2.67641
H -8.07759 4.64510 -3.06517
H 5.08397 2.38249 -7.42971
H 3.41463 -0.34304 -0.89325
H -6.94530 0.82375 1.16062
H 0.13277 1.93951 -8.36263
H 0.36770 -1.80820 -3.34882
H -2.04047 0.01326 3.73368
H -3.77812 -9.14994 0.88493
H -4.86443 -4.10631 2.16686
H 1.39542 -3.18984 2.98849
H -1.22727 -7.45695 1.01395
H -2.41356 2.44589 0.37440
H -1.73674 4.27404 -2.70684
H -6.95957 3.48767 -3.82816
H 11.59073 -1.63999 1.19139
H 12.69462 -2.46024 3.25203
H 0.76727 3.00688 -2.38905
H -2.60275 -1.63783 3.39939
H -0.22536 2.89404 -3.81501
H -2.09683 2.86933 -1.78206
H 0.57745 2.78473 -6.85803
H -5.67652 1.72156 0.33946
H 11.76813 -1.31516 4.22921
H -6.29643 2.75344 2.54586
H 12.34848 -0.28605 2.02584
H -3.15721 -8.34749 2.32824
H 4.56753 0.55959 -9.06057
H -0.23562 -1.15628 -1.87201
H -1.23618 2.40261 3.12340
H -8.03428 -0.40834 5.07132
H -0.42883 1.00854 -1.45736
H 1.92903 0.52843 -0.98451
H -1.59090 4.83007 -0.36682
H -1.40514 0.95245 -2.91925
H 0.37949 2.54219 -0.08224
H -1.20354 1.37870 1.02019
H 2.64029 -1.75589 -2.52147
H 1.58981 0.78523 -2.99262
H 0.04229 4.85195 -0.98732
H -8.83618 -1.90544 4.56463
H -7.95792 2.96762 1.96179
H 6.52902 1.40793 -7.72482
H 0.13526 3.77927 1.09113
H -7.17615 -1.94658 5.17151
H 1.62618 -2.42785 -1.29327
H 5.58909 1.18251 -6.23917
H -4.75652 -3.03745 0.75238
H -3.32095 -3.33063 1.75885
H -6.63760 3.86175 1.20802
H 10.93724 -2.63299 3.40181
H 5.14576 -0.63963 -7.90676
H -1.79686 -8.32044 -0.41251
H -2.87555 2.69962 2.58979
H -0.55924 1.41860 -6.80954
H -2.91006 -0.89715 4.98952
H -1.71266 3.98445 2.45623
H -8.70384 3.39525 -4.16389
H 8.63234 1.99011 4.63233
H 3.35846 2.38439 4.98254
H -2.24953 -9.68236 1.60720
H 9.35038 3.06636 3.40700
H 7.64004 2.60125 3.29396
H 0.50523 0.28268 -4.24388
*
```

Density functional theory data (wB97M-V/def2-TZVPD) for a 6-piece molecular cluster, C31H66BrN7O5 overall at a distorted geometry.

The orbital gap comes out at 8.64 eV.

```
! wB97M-V def2-TZVPD RIJCOSX def2/J DEFGRID3
* xyz 0 1
Br -1.77936 2.76215 2.44524
O -3.96536 2.03218 -0.71162
O 1.76590 -2.38437 5.84339
O -7.26204 -4.59001 1.04616
O 0.03731 0.24788 -3.21637
O 7.08041 -1.07713 -1.82452
N 6.07233 -3.38860 -3.21596
N 3.88853 -1.17153 4.32008
N 2.07981 3.34980 1.21257
N -7.10306 -1.89820 0.03460
N -1.62616 1.56593 -5.15056
N -4.49029 4.78650 -1.34500
N 2.18019 0.75688 2.49545
C 3.72200 -0.85005 5.73933
C 1.08257 2.85471 1.89011
C 3.19959 1.28501 1.73884
C -0.41066 4.30455 0.53354
C -6.26702 -2.31501 1.16596
C -4.55298 2.37602 -1.95416
C -0.66012 -0.26413 -2.09475
C 6.39163 -1.65972 -4.89868
C 5.40492 2.24242 0.25338
C 1.16273 1.58682 2.52608
C 5.82415 -1.02420 -2.47973
C 4.28531 2.98013 0.37994
C -6.85705 -3.53259 1.89591
C -4.85936 1.46105 0.22924
C -1.55442 0.10143 -5.11334
C -5.29386 3.72194 -1.95621
C 3.17216 2.54107 1.12859
C 4.38322 0.51461 1.56628
C -6.21892 -5.44630 0.61714
C 5.44587 0.95859 0.86781
C 2.28770 -1.12291 6.22194
C 8.13017 -0.39846 -2.48901
C -4.84035 -2.52811 0.67084
C -0.26066 -0.39022 -4.44283
C -6.65518 3.67436 -1.26912
C 2.16751 -3.46691 6.66157
C 4.78998 -1.58591 6.54399
C -0.44691 3.19565 -0.55285
C -2.82553 -0.43785 -4.46337
C 5.65393 -2.04210 -3.61897
C -0.17368 3.74507 1.96071
H -3.62648 4.88968 -1.87149
H 6.22995 2.66547 -0.31254
H -1.53971 -0.26368 -6.14487
H -2.74037 -1.50730 -4.25811
H 3.90398 0.22192 5.86660
H 3.24386 -0.59691 3.77551
H -4.38277 -1.56957 0.42267
H 0.57506 -0.15019 -5.10644
H 5.77115 -1.14970 6.35288
H 5.08542 -1.25726 -1.70797
H 0.07212 4.57660 2.62750
H -0.26336 -1.48137 -4.32131
H -4.27814 0.83595 0.90904
H -7.24370 4.55155 -1.54038
H -0.88566 3.61019 -1.46808
H -4.18161 4.44997 -0.43515
H -7.76718 -3.20802 2.40774
H -5.19692 1.56323 -2.31426
H -7.21885 2.78923 -1.57208
H -0.83280 1.92166 -5.67721
H 5.61031 -0.00285 -2.82048
H 6.24270 -0.60470 -5.13940
H -3.06326 0.07200 -3.52939
H -6.17372 -3.90203 2.67137
H -5.76381 -5.07235 -0.30272
H 4.22857 3.96150 -0.08659
H -1.36945 4.83290 0.45771
H 7.46310 -1.84795 -4.83238
H -5.62026 0.83854 -0.25092
H -3.67769 -0.29476 -5.12900
H 7.00881 -3.31271 -2.82610
H 4.59734 -1.51242 7.61704
H -6.65745 -6.41935 0.39573
H -6.57190 3.67193 -0.18244
H -5.33137 2.24381 0.82805
H 1.63091 -0.38560 5.75232
H -0.06232 -0.06137 -1.20535
H 7.77459 0.49988 -3.00194
H -4.79485 -3.14114 -0.22921
H -0.95187 2.28722 -0.21424
H 4.44456 -0.47362 2.01175
H 3.54515 -2.11979 4.18216
H -1.45922 1.90149 -4.20424
H 3.10040 -3.90323 6.29724
H -6.23884 -1.49197 1.88726
H 8.86353 -0.10280 -1.73804
H 0.37082 5.01485 0.24587
H -0.81853 -1.34403 -2.16820
H 5.50512 -3.68736 -2.42710
H -1.61573 0.25211 -1.97429
H 0.59218 2.95531 -0.80895
H 4.58711 -2.07666 -3.85971
H 1.39721 -4.23593 6.59781
H -8.02691 -1.65259 0.38060
H -5.46996 3.98875 -3.00257
H 4.85497 -2.64119 6.27938
H -5.45443 -5.57582 1.38834
H 6.01776 -2.24725 -5.73787
H -3.71925 2.45192 -2.65936
H 2.19815 -0.98035 7.30708
H 0.29198 1.26406 3.09734
H 8.63258 -1.06038 -3.19778
H 2.27653 -3.16879 7.70829
H -7.27032 -2.72088 -0.53991
H 6.33385 0.33490 0.79625
H -4.22244 -3.00144 1.43709
*
```

Density functional theory data (wB97M-V/def2-TZVPD) for C31H67Br28N2O4P2 as an isolated structure at a distorted geometry.

The orbital gap comes out at 6.77 eV.

```
! wB97M-V def2-TZVPD RIJCOSX def2/J DEFGRID3
* xyz 1 1
Br 6.93593 0.94690 1.06110
Br -5.22997 0.09906 0.41592
Br 10.36411 1.59174 -3.57010
Br -0.51043 -6.23658 -6.04453
Br -0.84127 1.25908 6.94900
Br -9.45035 3.43155 3.94870
Br -1.66002 -7.05922 3.90174
Br 2.27538 -1.76469 -12.96180
Br 7.10135 -2.70938 0.34576
Br 2.12947 -5.82346 -3.50659
Br 3.86913 1.84269 5.66508
Br -10.04238 6.83962 2.60334
Br -2.63223 0.51240 2.99692
Br 1.24134 -4.70877 -9.65067
Br -6.41238 2.21422 0.05693
Br -6.27807 6.32147 4.90194
Br 3.72984 -0.44990 2.18818
Br 1.09841 -4.63863 3.54739
Br 4.65422 -4.53598 -12.44957
Br 9.86284 -0.82380 -1.18627
Br -0.26359 -2.08146 8.38853
Br -0.14464 -7.79781 -11.10527
Br -8.67935 6.84511 -1.58467
Br -9.90514 3.18805 -0.69433
Br -10.16133 5.44606 -4.65473
Br 4.45246 -1.49923 7.10361
Br -6.85641 9.67559 3.49406
Br 12.53640 1.80949 -0.58027
P 2.74106 -1.06846 0.07790
P 1.62984 -1.95600 -1.65144
O -0.84710 0.53040 -1.62905
O 3.07425 0.49046 -0.39328
O 0.31274 -1.08695 -2.27361
O 1.68121 -0.90483 1.39317
N 0.26708 0.24669 -1.79007
N 1.08366 -3.50667 -1.38949
C 0.88559 -3.83149 0.05239
C 6.10515 1.02898 2.81853
C 2.04955 -5.17416 -5.34612
C -6.44293 8.03914 5.80569
C -1.54771 -4.08095 0.97763
C 9.91403 -2.42589 -0.08072
C -9.61692 5.14020 4.87423
C -2.69039 1.18342 1.16713
C 4.78292 -2.66989 -11.91228
C -4.08304 1.64032 0.78634
C -0.45687 -5.00570 -10.56066
C -8.68681 3.88150 0.65983
C 0.50455 -5.63341 5.11535
C -1.49039 0.49545 8.61824
C -7.28064 3.98704 0.13272
C 8.77666 -3.35562 -0.40999
C -10.67185 6.01823 4.25293
C 13.01293 1.74698 -2.46649
C 12.04696 2.54157 -3.30487
C 0.08998 -7.03438 4.75317
C 4.28316 0.22626 7.99089
C -8.81670 6.83696 -4.44394
C -0.38184 -3.09945 0.67654
C 0.66007 -4.72234 -5.71063
C -7.49728 8.89915 5.15785
C -7.86559 6.51589 -3.32163
C 3.22847 1.07792 7.33628
C 5.42376 -0.26997 3.14990
C -1.05077 -6.33868 -10.19129
C -0.43677 -0.35572 9.27591
C 3.45060 -2.13526 -11.45516
H -2.39874 -0.05214 8.38413
H -6.72262 7.79572 6.82977
H 0.18725 -4.12102 -4.93784
H -0.99641 -6.54906 -9.12669
H -9.07916 4.86205 0.91435
H -8.62650 5.59314 4.87179
H 0.63960 -4.91134 0.09869
H -1.81300 -4.71886 0.11366
H 13.06081 0.69864 -2.74818
H 6.91816 1.22102 3.51697
H -8.76957 3.22917 1.52585
H 2.41951 -5.97634 -5.97813
H -1.99645 2.02346 1.15101
H 0.78116 -7.52093 4.07087
H -2.31072 0.39146 0.52779
H 8.61780 -3.47530 -1.47774
H -1.22697 -4.70843 1.83226
H 3.57610 -1.17743 -10.95151
H 1.66860 -4.21453 -1.85188
H -2.08763 -6.39620 -10.51845
H 2.56776 -2.02381 -2.71937
H -5.45719 8.49486 5.80229
H 2.31711 0.53228 7.10412
H 5.43055 1.88131 2.81116
H -4.04795 2.21043 -0.13398
H -2.40856 -3.49057 1.34282
H -8.28766 6.86748 -5.39530
H 5.26845 0.68339 7.98466
H -6.66404 4.58114 0.80990
H 2.91497 -2.81785 -10.80047
H -9.34837 7.77280 -4.29809
H -7.53517 5.48020 -3.32565
H -7.73989 9.74841 5.79465
H 4.00246 -0.00818 9.01670
H 0.54778 0.10343 9.27174
H 12.44443 2.68979 -4.30773
H -0.71904 -0.59069 10.30094
H -0.29256 -5.05422 5.57270
H -1.10258 -4.19427 -10.22845
H 2.74651 -4.33802 -5.38272
H -10.90517 6.85414 4.91120
H -8.40818 8.35421 4.92161
H -9.89481 4.87965 5.89498
H 5.49966 -2.65791 -11.09251
H -0.03268 -2.72681 1.66069
H 2.98475 1.93354 7.96445
H 6.02429 -1.14285 2.90354
H 11.79979 3.50577 -2.87040
H 8.93622 -4.33354 0.04160
H -0.68359 -2.22878 0.05229
H 9.91177 -2.09689 0.95478
H 0.80746 -0.58508 1.09078
H -1.73800 1.35006 9.24575
H 14.00969 2.18139 -2.52137
H -7.23013 4.41365 -0.86492
H 1.79417 -3.69349 0.67143
H 1.36493 -5.64969 5.78260
H 5.15041 -0.30771 4.20375
H -6.99688 7.17168 -3.35797
H -0.26646 -4.89862 -11.62480
H 10.86953 -2.89720 -0.30599
H 0.67654 -4.16176 -6.64474
H 3.49364 0.50731 -1.27065
H -11.58695 5.48418 4.01262
H 5.19481 -2.12555 -12.75730
H -4.55722 2.22662 1.56100
H -0.01978 -7.64221 5.64968
*
```

- The highest orbital gap belongs to which entry?
  C31H66B3O21P

- The highest orbital gap belongs to which entry?
  C31H66B3O21P

- What is the orbital gap in the second record?
  10.67 eV

- orbital gap of number 2 (C31H66B3O21P)?
  10.67 eV